Entry 1:
DFT (the ωB97M-V functional and the def2-TZVPD basis) results for a cluster of 2 separate species, C4H13N3O2 in total at a distorted geometry.

Atoms and positions in Å:
C  -1.396  1.803  0.361
C  -0.366  0.984  -0.406
C  0.739  0.448  0.522
O  1.506  1.495  1.062
O  0.249  -0.252  1.605
N  1.573  -0.475  -0.257
N  2.329  0.208  -1.255
H  -2.185  2.139  -0.312
H  -1.842  1.201  1.146
H  -0.930  2.672  0.822
H  -0.849  0.125  -0.873
H  0.107  1.573  -1.194
H  1.594  2.183  0.382
H  -0.481  -0.832  1.300
H  2.165  -0.980  0.409
H  3.143  0.694  -0.855
H  2.656  -0.481  -1.922
C  -1.348  -2.576  -0.404
N  -1.764  -1.973  0.608
H  -0.399  -2.252  -0.825
H  -1.847  -3.410  -0.907
H  -2.653  -2.294  0.993

The calculation puts the gap between HOMO and LUMO at 10.1 eV. As for the spin multiplicity: 1. The HOMO energy is -9.157 eV. The value obtained for the energy relative to the best compared isomer or geometry (same formula, charge and spin) is 182.7 kJ/mol. The total charge is 0. As for the SMILES: CCC(O)(O)NN.C=N.

Atomic partial charges in e from the natural (NBO) method, atoms 1 to 2:
1 C -0.6098
2 C -0.4546


Entry 2:
DFT (the ωB97M-V functional and the def2-TZVPD basis) results for a cluster of 2 separate species, C4H13N3O3 in total at a distorted geometry.

Atoms and positions in Å:
C  -3.019  0.636  0.330
C  2.778  -2.190  -0.666
C  -2.286  -0.708  0.388
C  2.390  -0.229  0.549
N  -0.351  2.325  -0.913
N  0.179  1.421  0.064
N  0.040  0.024  -0.208
O  2.532  0.954  0.751
O  2.624  -0.845  -0.585
O  -0.849  -0.477  0.739
H  -2.637  1.222  1.115
H  -2.663  1.163  -0.486
H  -4.116  0.584  0.373
H  2.040  -2.738  -0.126
H  3.765  -2.490  -0.262
H  2.733  -2.535  -1.718
H  -2.453  -1.477  -0.336
H  -2.682  -1.310  1.372
H  1.923  -0.865  1.452
H  -1.251  1.955  -1.281
H  0.411  2.412  -1.701
H  -0.350  1.515  0.947
H  1.242  1.654  0.201

The calculation puts the gap between HOMO and LUMO at 8.3 eV. As for the spin multiplicity: 1. The HOMO energy is -7.215 eV. The total charge is 0.

Atomic partial charges in e from the natural (NBO) method, atoms 1 to 2:
1 C -0.6344
2 C -0.2487


Entry 3:
DFT (the ωB97M-V functional and the def2-TZVPD basis) results for a cluster of 3 separate species, C4H13N3S in total at a distorted geometry.

Atoms and positions in Å:
C  -0.437  -0.825  -0.790
N  -2.964  0.038  -0.938
C  -2.739  0.983  -1.972
N  -2.080  2.247  -1.517
C  0.375  -1.328  0.361
C  0.649  0.194  -0.138
S  2.671  0.254  2.196
N  1.644  -2.039  0.334
H  -0.423  -1.490  -1.662
H  -1.541  -0.557  -0.836
H  -3.804  -0.475  -0.881
H  -2.200  0.563  -2.831
H  -3.686  1.424  -2.471
H  -2.643  2.383  -0.613
H  -1.157  1.961  -1.177
H  -0.223  -1.425  1.326
H  0.615  0.917  0.641
H  1.223  0.614  -0.951
H  3.727  0.425  2.871
H  1.727  -2.850  0.907
H  2.368  -1.424  0.619

The calculation puts the gap between HOMO and LUMO at 3.1 eV. As for the spin multiplicity: 1. The HOMO energy is -7.313 eV. The value obtained for the energy relative to the best compared isomer or geometry (same formula, charge and spin) is 990.6 kJ/mol. The total charge is 0.

Atomic partial charges in e from the natural (NBO) method, atoms 1 to 2:
1 C -0.3563
2 N -0.5725


Entry 4:
DFT (the ωB97M-V functional and the def2-TZVPD basis) results for a cluster of 3 separate species, C4H13N3S in total at a distorted geometry.

Atoms and positions in Å:
C  -0.920  -0.795  -1.869
N  -1.805  -0.893  -0.714
C  -2.294  0.243  -0.314
N  -2.894  0.261  0.921
H  -0.908  -1.752  -2.377
H  0.083  -0.496  -1.529
H  -1.276  -0.011  -2.547
H  -0.578  1.096  -0.344
H  -2.481  1.087  -0.992
H  -3.044  -0.660  1.312
H  -3.654  0.911  1.055
C  0.961  -0.225  1.557
C  1.704  0.974  0.915
S  1.738  0.953  -0.873
N  1.442  -1.553  1.174
H  -0.056  -0.212  1.148
H  0.933  -0.177  2.644
H  2.724  0.941  1.306
H  1.232  1.898  1.268
H  2.325  -1.757  1.631
H  1.568  -1.671  0.177

As for the expectation value of S²: 0.8952. The calculation puts the gap between HOMO and LUMO (alpha / beta) at 6.6 / 5.8 eV. As for the spin multiplicity: 2. The HOMO energy (alpha / beta) is -13.313 / -13.286 eV. The value obtained for the energy relative to the best compared isomer or geometry (same formula, charge and spin) is 485.3 kJ/mol. The total charge is +1.

Atomic partial charges in e from the natural (NBO) method, atoms 1 to 2:
1 C -0.4548
2 N -0.2718


Entry 5:
DFT (the ωB97M-V functional and the def2-TZVPD basis) results for a cluster of 2 separate species, C4H13N4 in total at a distorted geometry.

Atoms and positions in Å:
C  -0.372  2.535  0.518
N  -1.974  -0.761  1.286
C  -1.695  0.462  0.709
N  -0.691  1.277  1.166
H  -1.295  2.941  0.091
H  0.266  2.347  -0.348
H  0.018  3.226  1.257
H  -1.439  -1.107  2.054
H  -2.564  -1.431  0.827
H  -2.273  0.819  -0.128
H  -0.024  0.899  1.817
C  1.128  -2.207  -0.046
N  1.362  -0.808  -0.365
C  1.078  -0.405  -1.634
N  1.563  0.672  -2.126
H  1.232  -2.424  1.016
H  0.073  -2.410  -0.250
H  1.747  -2.900  -0.620
H  2.185  -0.398  0.042
H  0.365  -1.042  -2.159
H  1.311  0.712  -3.107

As for the expectation value of S²: 0.7532. The calculation puts the gap between HOMO and LUMO (alpha / beta) at 5.2 / 9.3 eV. As for the spin multiplicity: 2. The HOMO energy (alpha / beta) is -4.259 / -8.408 eV. The value obtained for the energy relative to the best compared isomer or geometry (same formula, charge and spin) is 28.4 kJ/mol. The total charge is 0.

Atomic partial charges in e from the natural (NBO) method, atoms 1 to 2:
1 C -0.4078
2 N -0.8597


Entry 6:
DFT (the ωB97M-V functional and the def2-TZVPD basis) results for a cluster of 2 separate species, C4H13N4O in total at a distorted geometry.

Atoms and positions in Å:
C  1.514  -2.303  -0.982
C  -0.881  -1.858  -0.641
N  0.381  -1.696  -0.288
N  -1.347  -3.001  -1.176
N  -1.754  -0.912  -0.319
H  0.536  -0.877  0.289
H  2.272  -2.431  -0.214
H  1.989  -1.660  -1.718
H  -0.774  -3.814  -1.315
H  -2.315  -3.204  -0.991
H  -1.358  -0.030  0.000
H  -2.696  -0.918  -0.671
H  1.253  -3.246  -1.417
C  -0.303  3.288  1.699
C  0.518  2.353  0.838
O  0.201  1.204  0.543
N  1.654  2.887  0.321
H  -0.173  4.258  1.232
H  0.249  3.454  2.622
H  2.160  2.363  -0.380
H  2.088  3.718  0.686
H  -1.341  3.017  1.622

The calculation puts the gap between HOMO and LUMO at 11.1 eV. As for the spin multiplicity: 1. The HOMO energy is -13.655 eV. The value obtained for the energy relative to the best compared isomer or geometry (same formula, charge and spin) is 51.0 kJ/mol. The total charge is +1.

Atomic partial charges in e from the natural (NBO) method, atoms 1 to 2:
1 C -0.4133
2 C 0.6848


Which E_tot belongs to each record? In order, -474.90735 -549.95910 -722.29158 -722.19235 -379.13059 -454.30835 a.u..